A structure of composition C32H28F5IN3SSeTi in a non-equilibrium geometry. Source: the OMol25 dataset; level of theory: wB97M-V/def2-TZVPD.

Element x y z (Å)
1 Ti 0.278 -0.851 -0.628
2 S 0.135 0.278 3.700
3 C -1.488 0.551 3.235
4 C -1.693 0.293 1.916
5 C -0.525 -0.148 1.205
6 C 0.543 -0.192 2.068
7 C 1.912 -0.471 1.646
8 C 3.017 -0.477 2.498
9 C 4.276 -0.694 1.986
10 C 4.417 -0.933 0.623
11 C 3.290 -0.925 -0.162
12 N 2.064 -0.680 0.319
13 H -2.205 0.881 3.976
14 H -2.666 0.417 1.453
15 H 2.861 -0.307 3.557
16 H 5.143 -0.682 2.635
17 H 5.386 -1.130 0.185
18 H 3.333 -1.112 -1.225
19 F -3.165 -5.805 4.625
20 C -3.359 -5.019 3.577
21 C -4.597 -5.007 2.952
22 F -5.573 -5.797 3.411
23 C -4.811 -4.179 1.878
24 F -6.014 -4.203 1.313
25 C -3.810 -3.326 1.392
26 Se -4.122 -2.135 -0.003
27 C -2.557 -3.384 2.031
28 F -1.567 -2.648 1.617
29 C -2.333 -4.213 3.117
30 F -1.159 -4.234 3.730
31 C 4.416 3.117 0.572
32 C 2.911 2.982 0.542
33 C 2.116 3.673 1.448
34 C 0.729 3.548 1.408
35 C -0.152 4.300 2.379
36 C 0.155 2.699 0.472
37 C 0.924 1.962 -0.443
38 C 2.306 2.160 -0.404
39 N 0.334 1.077 -1.380
40 C -0.577 1.732 -2.366
41 C -2.064 1.491 -2.026
42 C -0.280 1.198 -3.780
43 C -0.352 3.248 -2.468
44 H 4.726 3.919 1.245
45 H 4.811 3.333 -0.424
46 H 4.879 2.187 0.914
47 H 2.577 4.333 2.180
48 H 0.393 5.107 2.874
49 H -0.537 3.623 3.147
50 H -1.013 4.733 1.863
51 H -0.920 2.566 0.471
52 H 2.915 1.645 -1.137
53 H -2.435 2.262 -1.342
54 H -2.194 0.523 -1.544
55 H -2.685 1.516 -2.929
56 H -0.747 1.851 -4.526
57 H -0.663 0.194 -3.941
58 H 0.798 1.191 -3.947
59 H -0.553 3.772 -1.535
60 H -1.021 3.654 -3.234
61 H 0.681 3.464 -2.758
62 I 0.934 -3.688 -0.239
63 C 0.562 -1.567 -2.630
64 C 0.888 -2.182 -3.842
65 C -0.106 -2.716 -4.635
66 C -1.434 -2.653 -4.211
67 C -1.706 -2.056 -3.001
68 N -0.736 -1.527 -2.257
69 H 1.924 -2.259 -4.149
70 H 0.140 -3.208 -5.571
71 H -2.239 -3.067 -4.804
72 H -2.719 -2.007 -2.615

Summary:
HOMO (spin up / spin down) (eV): -3.61 / -4.17
Energy (Eh): -5846.61367
Kohn-Sham gap (spin up / spin down) (eV): 5.8 / 3.9
⟨S²⟩: 2.02
Charge: -1
Multiplicity: 3